(1)
Formula: C5H10O
Source: the OMol25 dataset
Level of theory: ωB97M-V/def2-TZVPD

Geometry as XYZ:
```
16
Properties=species:S:1:pos:R:3:forces:R:3:lowdin_charge:R:1
C 2.382 0.120 0.446 0.210 0.167 -0.047 -0.07
O 1.525 -1.029 0.445 0.052 -0.387 -0.250 -0.22
C 0.855 -1.410 -0.607 0.488 0.048 0.070 0.01
C -0.880 0.675 -0.397 0.039 0.101 -0.074 -0.19
C -2.238 0.577 0.220 -0.291 0.155 0.075 -0.16
C -1.412 -0.661 0.098 -0.116 -0.058 0.041 -0.22
H 1.959 0.922 1.058 -0.008 -0.238 -0.045 0.09
H 2.539 0.466 -0.582 -0.044 -0.016 0.158 0.09
H 3.319 -0.225 0.881 0.031 0.218 -0.035 0.09
H 0.977 -0.607 -1.382 0.273 -0.236 -0.023 0.02
H -0.097 1.191 0.155 -0.261 -0.212 -0.028 0.08
H -0.810 0.827 -1.471 -0.119 -0.046 0.166 0.10
H -3.096 0.666 -0.437 0.032 0.101 0.165 0.10
H -2.349 0.988 1.218 -0.136 0.005 -0.171 0.10
H -0.993 -1.097 0.999 -0.116 0.185 -0.124 0.09
H -1.682 -1.404 -0.645 -0.034 0.213 0.123 0.10
```
Forces are in eV/Å.

Computed properties:
orbital gap = 9.060 eV
energy = -271.5718 a.u.
charge = 0
LUMO energy = 0.865 eV

---

(2)
Formula: C39H40N2NaP2
Source: the OMol25 dataset
Level of theory: ωB97M-V/def2-TZVPD

Geometry as XYZ:
```
84
Properties=species:S:1:pos:R:3:forces:R:3:lowdin_charge:R:1
Na 0.586 -0.795 -1.933 0.322 -0.277 -0.417 0.33
C 2.039 -0.471 -5.557 0.015 -0.049 0.035 -0.03
C 2.325 -1.258 -4.305 -0.095 -0.001 -0.057 -0.27
C 3.352 -0.879 -3.444 -0.032 0.017 0.060 -0.02
C 3.638 -1.601 -2.285 -0.030 -0.007 -0.006 -0.25
C 4.761 -1.174 -1.375 -0.038 -0.046 -0.031 -0.03
C 2.877 -2.736 -1.998 -0.036 0.085 0.013 -0.01
C 1.842 -3.148 -2.841 -0.047 0.069 0.007 -0.27
C 1.039 -4.388 -2.529 0.047 0.043 -0.015 -0.03
C 1.568 -2.387 -3.982 0.075 -0.043 0.015 -0.03
H 1.354 0.354 -5.348 0.015 -0.015 0.015 0.07
H 1.578 -1.098 -6.320 0.017 0.002 0.016 0.08
H 2.955 -0.049 -5.971 -0.016 -0.007 0.013 0.09
H 3.964 -0.018 -3.696 -0.013 -0.035 0.005 0.12
H 4.381 -0.594 -0.531 -0.003 0.008 -0.013 0.07
H 5.486 -0.558 -1.907 -0.020 -0.016 0.007 0.08
H 5.280 -2.040 -0.962 -0.017 0.016 -0.010 0.09
H 3.113 -3.322 -1.115 -0.018 0.008 -0.015 0.11
H 0.238 -4.181 -1.814 0.024 0.012 -0.007 0.07
H 1.670 -5.160 -2.088 -0.005 0.023 -0.003 0.09
H 0.577 -4.795 -3.428 0.019 0.014 0.002 0.08
H 0.785 -2.708 -4.662 0.015 -0.021 0.010 0.13
N -1.006 5.172 -2.944 0.029 -0.093 0.044 0.14
C -0.582 3.880 -2.985 -0.018 0.089 -0.067 -0.31
C -1.490 2.812 -2.981 0.015 0.072 -0.046 -0.02
C -1.005 1.527 -2.995 0.069 -0.031 -0.011 -0.14
N 0.298 1.205 -3.007 -0.151 0.281 0.053 -0.01
C 1.159 2.234 -3.024 -0.005 -0.100 0.009 -0.14
C 0.782 3.557 -3.015 0.025 0.038 0.008 -0.01
H -1.974 5.382 -3.102 -0.026 0.001 -0.016 0.11
H -0.354 5.915 -3.121 0.017 0.006 -0.004 0.11
H -2.557 2.991 -2.981 -0.009 0.002 0.018 0.12
H -1.706 0.697 -2.997 -0.009 0.021 0.017 0.12
H 2.213 1.972 -3.041 -0.061 0.012 -0.001 0.11
H 1.535 4.336 -3.035 -0.032 -0.043 0.009 0.12
C -1.362 -1.233 1.786 0.034 0.076 -0.111 -0.54
P 0.039 -0.703 0.712 0.115 -0.134 0.504 1.02
C 0.595 0.850 1.486 0.067 0.015 -0.014 -0.39
C 0.693 1.988 0.690 0.030 0.014 0.000 -0.10
C 1.118 3.196 1.231 -0.007 -0.063 0.021 -0.07
C 1.439 3.275 2.575 0.014 -0.056 0.039 -0.07
C 1.326 2.147 3.385 0.023 -0.004 -0.032 -0.07
C 0.904 0.944 2.844 0.129 0.005 0.020 -0.11
C 1.337 -1.938 1.171 -0.161 -0.035 0.116 -0.36
C 2.621 -1.598 1.592 0.007 0.013 -0.081 -0.10
C 3.561 -2.587 1.866 -0.033 0.051 -0.022 -0.08
C 3.230 -3.927 1.735 -0.022 -0.011 0.021 -0.08
C 1.953 -4.280 1.312 0.018 0.037 -0.048 -0.08
C 1.024 -3.294 1.021 -0.010 0.060 0.000 -0.12
P -2.978 -0.586 1.160 0.001 0.082 -0.039 1.01
C -4.065 -0.975 2.584 -0.006 0.033 0.038 -0.40
C -3.769 -1.949 3.534 -0.039 -0.010 0.012 -0.10
C -4.669 -2.240 4.554 0.030 0.020 -0.032 -0.08
C -5.872 -1.559 4.636 -0.008 0.025 -0.018 -0.08
C -6.179 -0.586 3.690 0.032 -0.011 -0.006 -0.08
C -5.286 -0.302 2.671 0.007 -0.012 0.000 -0.10
C -2.682 1.207 1.427 -0.011 0.057 0.012 -0.41
C -2.804 2.076 0.347 -0.049 0.037 0.074 -0.12
C -2.553 3.437 0.501 -0.016 -0.075 0.023 -0.09
C -2.164 3.935 1.734 -0.050 -0.055 -0.027 -0.08
C -2.031 3.074 2.819 -0.086 -0.061 -0.005 -0.07
C -2.295 1.723 2.666 -0.060 0.068 -0.016 -0.09
H -1.179 -0.926 2.817 0.069 -0.051 0.044 0.05
H -1.396 -2.320 1.752 -0.021 -0.094 0.005 0.03
H 0.411 1.941 -0.356 0.021 -0.009 0.000 0.08
H 1.182 4.075 0.600 -0.002 -0.019 0.009 0.11
H 1.768 4.215 3.002 -0.002 -0.023 -0.008 0.11
H 1.567 2.209 4.439 -0.001 0.002 -0.036 0.11
H 0.828 0.071 3.484 0.004 0.004 -0.024 0.12
H 2.895 -0.557 1.708 -0.005 0.022 0.033 0.10
H 4.554 -2.306 2.194 -0.035 0.005 -0.003 0.11
H 3.959 -4.694 1.966 -0.023 0.025 -0.016 0.11
H 1.686 -5.325 1.204 -0.008 0.036 0.006 0.11
H 0.038 -3.588 0.675 0.015 -0.012 0.026 0.10
H -2.835 -2.495 3.492 -0.016 -0.003 0.015 0.09
H -4.425 -2.999 5.286 0.003 0.014 -0.019 0.11
H -6.570 -1.782 5.433 0.012 0.004 -0.026 0.11
H -7.120 -0.053 3.747 0.019 -0.002 0.000 0.11
H -5.535 0.458 1.938 0.003 -0.014 0.017 0.10
H -3.114 1.683 -0.616 0.013 0.013 0.019 0.08
H -2.668 4.111 -0.338 0.014 0.011 -0.053 0.09
H -1.970 4.994 1.857 0.000 -0.025 -0.008 0.11
H -1.729 3.460 3.785 -0.005 -0.014 -0.027 0.11
H -2.203 1.059 3.521 -0.030 0.030 -0.017 0.11
```
Forces are in eV/Å.

Computed properties:
orbital gap = 8.575 eV
energy = -2464.5694 a.u.
charge = +1
LUMO energy = -1.937 eV